The following is a DFT calculation (ωB97M-V/def2-TZVPD) of a molecular structure, C14H21B2BaF8NO8.

Properties
Frontier orbital gap = 3.33 eV
Relative energy (zero: lowest compared OMol25 entry of this formula, charge and spin) = 9.552 eV
HOMO energy = -2.149 eV
Charge = -2
Total energy = -2077.11629 Ha
LUMO energy = 1.18 eV

Positions of all 55 atoms, in Å:
Ba (-0.04303, -1.79110, 0.97986)
B (-5.32952, 0.06706, 1.26523)
F (-5.40231, -0.96785, 0.42984)
F (-3.98138, 0.23065, 1.44569)
F (-5.86857, 1.15191, 0.75038)
F (-5.71927, -0.19679, 2.55236)
B (-0.52602, -6.64634, 0.64215)
F (-1.25816, -6.73279, 1.81636)
F (0.76042, -6.10231, 0.94207)
F (-0.37024, -7.91474, 0.06848)
F (-1.19297, -5.73549, -0.14048)
C (-1.38148, -0.92054, 8.24648)
C (-1.28421, -0.34893, 6.77891)
O (-1.62432, 0.78823, 6.61452)
O (-0.80119, -1.03768, 5.94328)
H (-2.09186, -1.73762, 8.12064)
H (-1.80491, -0.10223, 8.82887)
H (-0.43246, -1.20288, 8.70228)
C (2.32161, 3.45933, 3.29934)
C (1.07989, 3.71084, 2.45959)
O (0.72527, 2.80181, 1.74319)
O (0.55865, 4.85516, 2.45213)
H (2.37659, 2.37327, 3.37397)
H (2.36290, 4.07477, 4.19802)
H (3.14903, 3.65784, 2.61812)
C (-4.97841, 3.87928, -6.65135)
C (-5.30260, 2.99517, -5.69118)
C (-4.33196, 2.23788, -5.07289)
C (-2.93774, 2.54033, -5.30675)
C (-2.61902, 3.54856, -6.24969)
C (-3.67314, 4.20464, -6.91360)
N (-1.83363, 1.77722, -4.65375)
O (-2.05236, 0.87895, -3.86147)
O (-0.67769, 2.13736, -4.79671)
H (-5.81278, 4.26756, -7.21657)
H (-6.37184, 2.86182, -5.61806)
H (-4.50176, 1.33620, -4.50320)
H (-1.58936, 3.75105, -6.50505)
H (-3.42283, 5.05869, -7.52542)
C (4.49772, -2.20932, 2.33071)
O (4.06634, -1.77379, 1.00099)
C (5.21121, -1.37178, 0.24146)
C (4.74741, -0.66374, -0.98923)
O (3.75784, -1.50021, -1.58016)
C (4.40120, -2.28069, -2.59227)
H (5.54496, -2.42824, 2.53918)
H (3.96911, -3.14369, 2.51943)
H (4.23641, -1.45167, 3.06949)
H (5.78423, -2.25365, -0.04501)
H (5.88217, -0.76793, 0.85242)
H (5.62339, -0.39430, -1.57927)
H (4.43949, 0.35117, -0.73775)
H (3.67766, -2.88679, -3.13747)
H (5.21292, -2.87081, -2.16686)
H (4.83062, -1.56292, -3.29120)

These are the Löwdin partial charges, in e, on atoms 1 to 5: atom 1 (Ba): 1.8436, atom 2 (B): -1.5429, atom 3 (F): 0.1543, atom 4 (F): 0.0883, atom 5 (F): 0.1939